105
Properties=species:S:1:pos:R:3 method="wB97M-V/def2-TZVPD" charge=-1 homo_lumo_gap_ev=8.644 de_lowest_ev=11.838 total_energy_ev=-110343.452
N -1.2858 0.0928 -0.1943
S -0.4251 -1.1543 -0.5040
O 0.0432 -2.0823 0.5169
O 0.2667 -1.2110 -1.7539
F -1.7016 -2.0617 -0.9827
S 0.0589 1.0568 0.1449
O 0.9491 1.2284 -0.9669
O 0.7167 0.8090 1.4433
F -0.7635 2.4672 0.2390
C 5.2229 -8.2609 -5.3218
O 5.9274 -9.1269 -4.8415
N 4.8029 -8.1777 -6.5357
N 4.6718 -7.3404 -4.6341
H 4.9058 -8.9655 -7.1594
H 4.2595 -7.3859 -6.8484
H 4.4151 -6.5132 -5.1537
H 4.9066 -7.2250 -3.6586
C 0.2271 6.4299 6.8612
O 0.3539 5.5584 7.7132
N -0.6128 6.4039 5.8582
N 0.6956 7.5516 6.9657
H -0.6376 7.3241 5.4427
H -1.2269 5.6388 5.6179
H 1.2382 7.7128 7.8021
H 0.4557 8.2330 6.2598
C 0.5852 -3.4308 -9.3006
O 0.2930 -4.4631 -9.9923
N 0.1428 -3.2566 -8.1088
N 1.3127 -2.4344 -9.6974
H 0.4532 -2.5318 -7.4776
H -0.4895 -4.0257 -7.9391
H 1.7122 -2.6132 -10.6076
H 1.4233 -1.5987 -9.1410
C -6.2053 -4.4438 -6.9734
O -5.8704 -5.5369 -7.2589
N -6.8854 -3.5761 -7.7257
N -6.0334 -3.7776 -5.8860
H -7.3758 -3.9029 -8.5459
H -6.6531 -2.5964 -7.8049
H -6.1461 -2.7763 -5.8172
H -5.5829 -4.2183 -5.0967
C 0.8448 9.5546 -0.1359
O -0.2434 9.7371 0.3320
N 1.1391 9.2865 -1.3880
N 2.0463 9.9460 0.3327
H 2.0284 9.4984 -1.8174
H 0.2527 9.4052 -1.8573
H 2.1074 10.3536 1.2548
H 2.7515 10.2746 -0.3115
C -7.9773 7.4134 3.0806
O -8.4203 8.1778 2.2801
N -8.2667 7.4516 4.3307
N -7.0372 6.5937 2.8100
H -7.7150 6.8550 4.9306
H -8.9423 8.1495 4.6075
H -6.9107 5.8731 3.5063
H -6.6531 6.3907 1.8982
C -5.3316 0.2702 5.4262
O -5.2819 1.4815 5.4296
N -6.2444 -0.3420 6.1399
N -4.5901 -0.5163 4.7962
H -6.9083 0.2250 6.6476
H -6.0331 -1.2948 6.4003
H -4.6820 -1.5144 4.9206
H -4.0991 -0.2380 3.9586
C 7.2888 -2.0677 -6.4096
O 8.1632 -2.9310 -6.5796
N 6.9702 -1.2675 -7.3575
N 6.7100 -1.8031 -5.2810
H 7.5086 -1.2532 -8.2120
H 6.4091 -0.4373 -7.2312
H 6.0833 -1.0134 -5.2194
H 6.8334 -2.3780 -4.4598
C 7.0998 -0.5851 2.0262
O 6.7010 -1.4715 1.2947
N 7.1207 0.6679 1.7477
N 7.7455 -0.8550 3.1746
H 7.5153 1.1851 2.5203
H 6.5179 1.0227 1.0191
H 8.5988 -0.3336 3.3165
H 7.7170 -1.8550 3.3138
C 4.4950 -0.4645 8.8004
O 4.1536 0.2065 9.7120
N 5.2891 -1.5271 9.0163
N 4.3589 -0.2587 7.5107
H 5.5081 -1.8216 9.9572
H 5.5121 -2.2199 8.3160
H 4.8935 -0.8462 6.8869
H 3.7815 0.4262 7.0443
C -6.8561 1.7590 -3.1178
O -7.7418 2.2787 -3.7413
N -5.6137 1.7909 -3.2548
N -7.0752 1.2119 -1.9509
H -5.3068 2.0298 -4.1869
H -5.0444 1.4279 -2.5036
H -8.0055 1.1666 -1.5603
H -6.2685 0.9824 -1.3881
C -0.0248 -7.6897 5.4372
O -0.4567 -8.2069 6.4123
N 0.7431 -6.6847 5.5122
N -0.3347 -8.0623 4.2330
H 1.1464 -6.4306 4.6217
H 1.0337 -6.2146 6.3576
H -0.9456 -8.8650 4.2836
H -0.2020 -7.4636 3.4304